1.
A cluster of 8 separate species, C47H95F3N3O15PS3 in total in a non-equilibrium geometry. Source: OMol25; level of theory: the ωB97M-V functional and the def2-TZVPD basis.

Values from the calculation:
- Kohn-Sham gap: 7.8 eV
- E_tot: -135405.154 eV

Last columns: bonded neighbours and bond lengths (Å).
Geometry (Å):
1 C -0.32063 6.55673 2.31841  H15 1.094, H21 1.091, C117 1.520, H151 1.089
2 C 1.43763 -5.77250 7.69637  C78 1.521, H103 1.094, H115 1.090, H122 1.091
3 C -3.35340 -2.28931 -0.31327  H91 1.091, H94 1.090, C97 1.525, C123 1.534
4 O -1.03768 8.65236 -4.78685  H28 0.964, C56 1.429
5 C 3.83692 -2.21969 0.40991  O57 1.395, S80 1.871, C107 1.517, O146 1.390
6 O -0.03027 -3.85242 7.79063  C78 1.428, H138 0.963
7 C -2.85913 -3.19655 4.22734  C23 1.526, C53 1.532, H129 1.091, H152 1.092
8 H -9.09413 -12.43293 2.08512  C155 1.090
9 C -3.02269 -1.71037 2.18982  H30 1.094, H35 1.089, C53 1.536, C123 1.523
10 H -2.29136 -0.20390 -1.19261  C140 1.090
11 H -5.09799 -7.42911 1.26262  C29 1.091
12 C -3.43397 -7.91507 2.53031  C29 1.521, H48 1.090, H66 1.094, H133 1.091
13 C 2.59128 10.10236 -2.77084  C55 1.521, H58 1.091, C104 1.521, O128 1.426
14 H -4.85138 -1.85064 1.13272  C123 1.092
15 H 0.62223 6.58161 2.87262  C1 1.094
16 C 2.36906 1.22024 -0.45785  C37 1.540, C109 1.547, H156 1.088, H164 1.089
17 H -5.63650 -8.01378 4.21652  C111 1.094
18 H 0.58723 4.21303 -0.06558  C113 1.091
19 P 3.95830 0.75729 2.31165  H24 1.394, H52 1.394, S86 1.945, C154 1.900
20 H 0.26481 0.18125 2.23692  C63 1.085
21 H -1.13169 6.61623 3.04495  C1 1.091
22 H -1.16564 11.34770 -4.94304  C105 1.093
23 C -1.55376 -2.57095 4.71112  C7 1.526, H32 1.091, H42 1.088, H137 1.089
24 H 4.30924 0.14927 3.51640  P19 1.394
25 C 5.37016 0.44725 -5.70311  C34 1.523, H67 1.090, C121 1.520, O153 1.429
26 H 4.31673 -0.34664 -0.44709  C107 1.085
27 H -3.32811 9.98250 -5.29182  C116 1.093
28 H -1.43501 9.07988 -4.01954  O4 0.964
29 C -4.83419 -7.35940 2.31924  H11 1.091, C12 1.521, C111 1.520, O165 1.428
30 H -3.46939 -1.08132 2.96481  C9 1.094
31 H -3.89112 -3.70540 2.38889  C53 1.086
32 H -1.56456 -2.51963 5.80068  C23 1.091
33 H 6.87488 1.94328 -5.30587  C121 1.094
34 C 6.04432 -0.68511 -4.94041  C25 1.523, H125 1.091, H135 1.089, H166 1.094
35 H -1.99396 -1.36846 2.08890  C9 1.089
36 H 4.80747 1.45544 -4.13630  O153 0.964
37 C 2.41884 1.12544 -1.99365  C16 1.540, C39 1.505, H74 1.089, H148 1.082
38 H -1.22516 1.47881 -2.72045  C134 1.080
39 C 2.06392 2.39556 -2.71799  C37 1.505, O99 1.195, N131 1.440
40 H 1.07616 -1.21235 -1.27798  C73 1.088
41 H 1.45343 2.59768 -4.62137  N131 1.015
42 H -1.42388 -1.54860 4.36238  C23 1.088
43 H 1.26167 9.20127 -3.90395  O128 0.965
44 H 0.41864 4.13427 2.87462  O68 0.965
45 F 5.80106 -1.79329 -1.78340  C69 1.335
46 H 1.51500 11.97066 -2.90961  C55 1.090
47 H -3.16430 2.88103 -2.06181  C112 1.080
48 H -2.71007 -7.36692 1.92655  C12 1.090
49 H 2.54583 -3.25865 7.26983  C159 1.094
50 H -0.29063 0.88466 -0.53785  C150 1.089
51 H -1.59941 -2.98536 -1.30815  C97 1.090
52 H 4.96952 0.39046 1.42502  P19 1.394
53 C -3.00716 -3.15759 2.70307  C7 1.532, C9 1.536, H31 1.086, H76 1.094
54 H -6.80289 -11.26114 -0.67179  C167 1.094
55 C 2.38723 11.49186 -3.35572  C13 1.521, H46 1.090, H65 1.093, H82 1.091
56 C -1.34240 9.43980 -5.93999  O4 1.429, H89 1.091, C105 1.521, C116 1.521
57 O 2.84119 -2.73735 1.23831  C5 1.395, S61 1.630
58 H 2.71947 10.17973 -1.69029  C13 1.091
59 H 0.26637 -4.92574 6.10721  C78 1.091
60 O 2.99324 -3.69292 -1.70182  S80 1.433
61 S 2.27965 -1.78850 2.43849  O57 1.630, O95 1.427, O126 1.427, C154 1.836
62 H 0.33508 10.77469 -5.66392  C105 1.090
63 C 1.21051 0.66508 2.45726  H20 1.085, C92 1.509, H100 1.088, C154 1.535
64 H -8.34330 -12.93024 0.57057  C155 1.093
65 H 2.21601 11.42837 -4.43332  C55 1.093
66 H -3.13982 -7.80890 3.57825  C12 1.094
67 H 4.84605 0.03762 -6.56719  C25 1.090
68 O -0.41725 4.14771 2.39284  H44 0.965, C117 1.426
69 C 5.60463 -3.11372 -1.80001  F45 1.335, S80 1.883, F127 1.319, F161 1.328
70 H -6.85780 -7.70414 2.98886  C111 1.091
71 C -0.07519 3.11856 -3.43739  C81 1.394, N131 1.448, C134 1.389
72 H -1.29399 -2.44255 0.33254  C97 1.089
73 C 0.92856 -0.91212 -0.24246  H40 1.088, H98 1.082, C109 1.551, C150 1.530
74 H 3.45336 0.97094 -2.29681  C37 1.089
75 C -1.15939 5.26546 -3.38513  C81 1.390, H88 1.079, C130 1.392
76 H -2.10931 -3.63984 2.30643  C53 1.094
77 H -3.90701 -0.44232 0.70892  C123 1.092
78 C 0.86724 -4.57713 6.94851  C2 1.521, O6 1.428, H59 1.091, C159 1.521
79 H 3.67020 9.28962 -4.45462  C104 1.094
80 S 4.09926 -3.62902 -0.79217  C5 1.871, O60 1.433, C69 1.883, O132 1.431
81 C -0.04901 4.48852 -3.69427  C71 1.394, C75 1.390, H108 1.080
82 H 3.25824 12.12601 -3.18464  C55 1.091
83 H -8.16819 -10.14704 1.82423  C102 1.091
84 H -6.53554 -9.66516 0.02662  C167 1.091
85 H -9.65138 -11.73610 0.55506  C155 1.091
86 S 3.80553 2.68683 2.50178  P19 1.945
87 H -3.10000 10.07014 -7.04559  C116 1.091
88 H -1.12948 6.31659 -3.62850  C75 1.079
89 H -0.87845 8.91955 -6.77895  C56 1.091
90 H 2.64025 -4.17653 5.75696  C159 1.091
91 H -3.87771 -1.88828 -1.18213  C3 1.091
92 C 1.30050 0.78838 3.95832  C63 1.509, N162 1.259, H163 1.090
93 H 5.87043 2.28916 -6.71182  C121 1.090
94 H -3.64818 -3.33383 -0.20811  C3 1.090
95 O 0.91672 -2.18661 2.57718  S61 1.427
96 H -3.11654 5.32835 -2.51548  C130 1.079
97 C -1.85234 -2.21986 -0.57531  C3 1.525, H51 1.090, H72 1.089, C140 1.548
98 H 0.80170 -1.83504 0.30773  C73 1.082
99 O 2.62316 3.42061 -2.46169  C39 1.195
100 H 1.16874 1.67392 2.05216  C63 1.088
101 H 1.52727 -2.80929 5.90072  C159 1.090
102 C -7.74272 -10.97137 1.25053  H83 1.091, O142 1.429, C155 1.521, C167 1.521
103 H 2.00511 -5.43757 8.56921  C2 1.094
104 C 3.80566 9.41519 -3.37665  C13 1.521, H79 1.094, H139 1.091, H147 1.090
105 C -0.74361 10.83156 -5.80935  H22 1.093, C56 1.521, H62 1.090, H136 1.091
106 H -8.10693 -10.06240 -0.68757  C167 1.091
107 C 3.43695 -0.97593 -0.36064  C5 1.517, H26 1.085, C109 1.558, H158 1.084
108 H 0.82719 4.91900 -4.15587  C81 1.080
109 C 2.22093 -0.17456 0.19421  C16 1.547, C73 1.551, C107 1.558, C154 1.567
110 H -3.26227 8.49968 -6.24270  C116 1.090
111 C -5.85926 -8.11335 3.15035  H17 1.094, C29 1.520, H70 1.091, H149 1.091
112 C -2.30014 3.33585 -2.52341  H47 1.080, C130 1.390, C134 1.391
113 C 0.69390 5.14853 0.48611  H18 1.091, C117 1.522, H124 1.091, H145 1.094
114 H 0.85959 1.76057 5.50974  N162 1.018
115 H 0.63477 -6.41788 8.05292  C2 1.090
116 C -2.84728 9.50316 -6.14889  H27 1.093, C56 1.521, H87 1.091, H110 1.090
117 C -0.42176 5.27053 1.51435  C1 1.520, O68 1.426, C113 1.522, H120 1.092
118 H 7.13298 1.05120 -6.81360  C121 1.091
119 O 6.49624 -3.40573 1.95547  N144 1.133
120 H -1.38628 5.23580 1.00398  C117 1.092
121 C 6.37364 1.49125 -6.16623  C25 1.520, H33 1.094, H93 1.090, H118 1.091
122 H 2.10063 -6.36003 7.05982  C2 1.091
123 C -3.83601 -1.51205 0.91752  C3 1.534, C9 1.523, H14 1.092, H77 1.092
124 H 0.68373 5.97125 -0.23005  C113 1.091
125 H 6.79616 -1.18062 -5.55562  C34 1.091
126 O 3.12912 -1.91777 3.57817  S61 1.427
127 F 5.43186 -3.52745 -3.04100  C69 1.319
128 O 1.42726 9.30067 -2.95884  C13 1.426, H43 0.965
129 H -2.88830 -4.22433 4.59135  C7 1.091
130 C -2.27577 4.70266 -2.77399  C75 1.392, H96 1.079, C112 1.390
131 N 1.06030 2.27356 -3.74366  C39 1.440, H41 1.015, C71 1.448
132 O 4.47339 -4.81335 -0.08125  S80 1.431
133 H -3.38329 -8.97196 2.26480  C12 1.091
134 C -1.21093 2.54680 -2.87787  H38 1.080, C71 1.389, C112 1.391
135 H 5.30904 -1.42511 -4.62626  C34 1.089
136 H -0.94078 11.43211 -6.69809  C105 1.091
137 H -0.68218 -3.16176 4.43521  C23 1.089
138 H 0.47407 -3.52964 8.54474  O6 0.963
139 H 4.71523 9.99415 -3.20951  C104 1.091
140 C -1.41183 -0.84424 -1.13089  H10 1.090, C97 1.548, C150 1.541, H160 1.090
141 H -6.23026 -12.16980 1.51632  O142 0.963
142 O -6.62431 -11.44083 2.00695  C102 1.429, H141 0.963
143 H -4.62675 -5.86559 3.55819  O165 0.964
144 N 5.40371 -3.13240 2.08304  O119 1.133, O146 1.546
145 H 1.67172 5.12827 0.97695  C113 1.094
146 O 5.04851 -2.02573 1.06331  C5 1.390, N144 1.546
147 H 3.93818 8.42424 -2.94252  C104 1.090
148 H 1.86502 0.28464 -2.38896  C37 1.082
149 H -5.87004 -9.17470 2.89663  C111 1.091
150 C -0.39539 -0.14708 -0.20541  H50 1.089, C73 1.530, C140 1.541, H157 1.086
151 H -0.36675 7.42867 1.66755  C1 1.089
152 H -3.67669 -2.62239 4.66781  C7 1.092
153 O 4.36391 1.06621 -4.89893  C25 1.429, H36 0.964
154 C 2.34993 -0.08623 1.75376  P19 1.900, S61 1.836, C63 1.535, C109 1.567
155 C -8.77428 -12.07923 1.10512  H8 1.090, H64 1.093, H85 1.091, C102 1.521
156 H 1.59000 1.91625 -0.15445  C16 1.088
157 H -0.85477 -0.17197 0.77871  C150 1.086
158 H 3.17834 -1.25738 -1.37535  C107 1.084
159 C 1.96196 -3.65537 6.43373  H49 1.094, C78 1.521, H90 1.091, H101 1.090
160 H -0.95557 -0.95096 -2.11483  C140 1.090
161 F 6.67380 -3.70530 -1.27900  C69 1.328
162 N 0.75269 1.78558 4.49790  C92 1.259, H114 1.018
163 H 1.82015 0.02585 4.53932  C92 1.090
164 H 3.29670 1.67539 -0.11435  C16 1.089
165 O -4.85910 -5.96576 2.62846  C29 1.428, H143 0.964
166 H 6.53349 -0.29918 -4.04127  C34 1.094
167 C -7.27520 -10.45607 -0.10206  H54 1.094, H84 1.091, C102 1.521, H106 1.091

Atomic partial charges in e from the Mulliken method, atoms 1 to 4:
1 C -1.50
2 C -1.53
3 C -1.25
4 O -0.41

***

2.
An isolated molecule of C4H12N2O in a non-equilibrium geometry. Source: OMol25; level of theory: the ωB97M-V functional and the def2-TZVPD basis.

Values from the calculation:
- Energy relative to the best compared isomer or geometry (same formula, charge and spin): 63.3 kcal per mole
- Kohn-Sham gap: 10.4 eV
- E_tot: -9368.448 eV

Last columns: bonded neighbours and bond lengths (Å).
Geometry (Å):
1 H -0.30158 1.06926 -1.00414  C16 1.076
2 C 0.04618 -0.68280 0.10250  C10 1.590, N12 1.502, C16 1.641, H19 1.140
3 C 0.48660 0.92851 1.94697  H6 1.095, H7 1.121, C10 1.507, H18 1.061
4 H 1.43473 0.91211 -0.76776  C16 0.992
5 H -2.30607 0.37200 0.23665  O8 0.997
6 H 0.59057 1.93469 1.52751  C3 1.095
7 H 1.50290 0.46933 1.83079  C3 1.121
8 O -1.87962 0.88933 0.97415  H5 0.997, C10 1.632
9 N 0.68615 -0.32818 -2.33996  H11 0.990, H13 1.062, C16 1.589
10 C -0.57165 0.00868 1.39381  C2 1.590, C3 1.507, O8 1.632, H17 1.052
11 H 1.59614 -0.67105 -2.52649  N9 0.990
12 N -1.02225 -1.55128 -0.49792  C2 1.502, H14 1.019, H15 1.021
13 H 0.50200 0.43514 -3.05430  N9 1.062
14 H -1.46061 -1.05336 -1.27125  N12 1.019
15 H -0.42624 -2.26295 -0.92209  N12 1.021
16 C 0.57733 0.45033 -0.95862  H1 1.076, C2 1.641, H4 0.992, N9 1.589
17 H -0.85290 -0.75267 2.06232  C10 1.052
18 H 0.38496 1.09278 2.99062  C3 1.061
19 H 1.01335 -1.25988 0.27721  C2 1.140

Atomic partial charges in e from the natural (NBO) method, atoms 1 to 4:
1 H 0.20
2 C -0.07
3 C -0.65
4 H 0.18